Formula: C21H19AsN5O9PtS
Source: the Open Molecules 2025 dataset
Level of theory: wB97M-V/def2-TZVPD

The spin multiplicity is 1. For the calculated total energy, the calculation gives -4515.77051 Eh. Its total charge is -1. For the energy relative to the best compared isomer or geometry (same formula, charge and spin), the calculation gives 1.748 eV. For the LUMO energy, the calculation gives 1.381 eV. Its HOMO-LUMO gap is 6.4 eV.

```
57
C21H19AsN5O9PtS (wB97M-V/def2-TZVPD)
Pt 0.508 0.235 0.295
O -0.718 0.100 1.976
C -0.668 -0.922 2.737
C -1.125 -2.223 2.530
C -0.860 -3.160 3.547
C -1.184 -4.477 3.396
C -1.744 -4.963 2.161
C -2.069 -4.110 1.183
C -1.984 -2.646 1.375
O -1.595 -1.922 0.132
N -0.892 -5.405 4.444
O -1.151 -6.591 4.251
O -0.392 -4.993 5.483
H -0.238 -0.747 3.732
H -0.353 -2.841 4.448
H -1.874 -6.029 2.046
H -2.478 -4.451 0.242
O 3.548 0.973 2.984
C 2.747 1.116 2.076
O 1.982 0.160 1.657
C 2.736 2.462 1.357
C 3.963 3.101 1.197
C 4.066 4.305 0.515
C 2.936 4.905 -0.014
C 1.721 4.272 0.178
C 1.593 3.079 0.865
N 0.517 4.867 -0.419
O -0.512 4.213 -0.407
O 0.604 5.987 -0.885
H 4.838 2.624 1.619
H 5.032 4.775 0.385
H 2.980 5.834 -0.563
H 0.613 2.638 0.993
N -2.542 1.941 -1.514
C -2.187 0.735 -0.981
O -0.945 0.404 -1.180
C -3.135 -0.063 -0.346
C -4.428 0.480 -0.149
N -5.460 0.990 -0.069
C -2.772 -1.264 0.353
N -3.282 -1.896 1.351
H -3.432 2.326 -1.242
H -1.782 2.600 -1.600
C -0.485 0.938 -3.845
As 0.823 -0.245 -3.062
C 0.106 -2.007 -2.808
C 2.108 -0.485 -4.491
S 2.002 0.475 -1.436
H -0.247 1.073 -4.899
H -0.434 1.887 -3.319
H -1.479 0.517 -3.718
H -0.461 -2.285 -3.697
H -0.517 -2.025 -1.917
H 0.957 -2.674 -2.678
H 1.625 -0.984 -5.331
H 2.937 -1.089 -4.128
H 2.484 0.486 -4.809
```

***

Formula: C21H19BrN4O4RhS2
Source: the Open Molecules 2025 dataset
Level of theory: wB97M-V/def2-TZVPD

The spin multiplicity is 1. For the calculated total energy, the calculation gives -4812.71556 Eh. Its total charge is -1. For the energy relative to the best compared isomer or geometry (same formula, charge and spin), the calculation gives 0.000 eV. For the LUMO energy, the calculation gives 2.398 eV. Its HOMO-LUMO gap is 7.1 eV.

```
52
C21H19BrN4O4RhS2 (wB97M-V/def2-TZVPD)
Rh -0.230 0.114 -0.002
S -1.723 0.162 1.842
C -3.196 -0.385 1.119
C -4.379 -0.209 1.875
N -5.327 -0.054 2.511
C -3.272 -1.021 -0.097
S -1.891 -1.394 -1.082
C -4.524 -1.451 -0.592
N -5.533 -1.790 -1.033
N 1.156 -0.277 -1.788
C 1.546 -1.639 -2.154
C 2.140 -2.406 -0.974
C 1.102 -2.923 0.018
N 0.622 -1.848 0.882
H 0.787 0.209 -2.596
H 1.967 0.255 -1.437
H 2.289 -1.618 -2.960
H 0.667 -2.172 -2.527
H 2.845 -1.751 -0.451
H 2.699 -3.259 -1.364
H 1.537 -3.740 0.604
H 0.246 -3.321 -0.531
H 1.385 -1.445 1.419
H -0.076 -2.187 1.535
O 3.075 1.297 -0.538
C 2.638 1.376 0.625
O 1.613 0.783 1.090
C 3.392 2.229 1.620
C 4.637 2.738 1.283
C 5.386 3.497 2.183
C 4.827 3.718 3.417
O 5.348 4.418 4.479
C 4.373 4.352 5.511
O 3.269 3.598 5.043
C 3.577 3.220 3.755
C 2.834 2.470 2.883
H 5.019 2.532 0.292
H 6.358 3.894 1.926
H 4.045 5.364 5.772
H 4.805 3.865 6.392
H 1.859 2.077 3.133
Br -2.115 5.878 -2.906
C -1.598 4.262 -2.027
C -0.284 3.841 -2.100
C 0.080 2.657 -1.469
C -0.850 1.883 -0.771
C -2.160 2.353 -0.705
C -2.543 3.535 -1.327
H 0.449 4.425 -2.641
H 1.124 2.363 -1.510
H -2.918 1.805 -0.162
H -3.567 3.879 -1.264
```

***

Formula: C21H19ClN4O2S
Source: the Open Molecules 2025 dataset
Level of theory: wB97M-V/def2-TZVPD

The spin multiplicity is 1. For the calculated total energy, the calculation gives -2039.54932 Eh. For the energy relative to the best compared isomer or geometry (same formula, charge and spin), the calculation gives 0.205 eV. For the LUMO energy, the calculation gives 0.413 eV. Its HOMO-LUMO gap is 8.4 eV.

```
48
C21H19ClN4O2S (wB97M-V/def2-TZVPD)
O -6.412 -0.923 1.997
C -5.465 -0.603 1.308
N -4.346 -1.383 1.259
C -3.092 -1.113 0.702
C -2.541 0.163 0.673
C -1.293 0.372 0.126
C -0.521 -0.668 -0.407
N 0.713 -0.455 -1.003
C 1.069 0.860 -1.494
C 1.855 1.687 -0.466
N 3.002 0.921 -0.027
C 4.249 1.423 -0.194
O 4.439 2.554 -0.607
C 5.384 0.534 0.147
C 5.703 -0.700 -0.345
C 6.947 -1.172 0.122
C 7.555 -0.289 0.957
S 6.636 1.144 1.173
C 2.637 -0.362 0.518
C 1.879 -1.179 -0.543
C -1.105 -1.945 -0.379
Cl -0.324 -3.308 -1.115
C -2.349 -2.167 0.177
C -5.494 0.603 0.435
C -6.017 1.798 0.918
C -6.093 2.888 0.067
C -5.652 2.732 -1.239
N -5.191 1.588 -1.718
C -5.120 0.551 -0.908
H -4.448 -2.280 1.719
H -3.078 0.996 1.099
H -0.901 1.375 0.128
H 0.171 1.388 -1.813
H 1.709 0.710 -2.371
H 2.221 2.614 -0.912
H 1.232 1.926 0.403
H 5.084 -1.245 -1.036
H 7.365 -2.123 -0.153
H 8.495 -0.393 1.461
H 3.522 -0.898 0.855
H 1.972 -0.200 1.378
H 1.591 -2.137 -0.117
H 2.534 -1.355 -1.403
H -2.757 -3.166 0.174
H -6.350 1.858 1.944
H -6.486 3.833 0.407
H -5.676 3.554 -1.942
H -4.757 -0.367 -1.353
```

***

Formula: C21H19ClN6O3S
Source: the Open Molecules 2025 dataset
Level of theory: wB97M-V/def2-TZVPD

The spin multiplicity is 1. For the calculated total energy, the calculation gives -2224.22613 Eh. For the energy relative to the best compared isomer or geometry (same formula, charge and spin), the calculation gives 0.000 eV. For the LUMO energy, the calculation gives 0.121 eV. Its HOMO-LUMO gap is 9.2 eV.

```
51
C21H19ClN6O3S (wB97M-V/def2-TZVPD)
C 0.316 4.197 -0.129
O 1.562 3.943 0.493
C 2.042 2.679 0.475
C 1.394 1.614 -0.146
C 1.932 0.346 -0.090
S 0.986 -0.987 -0.817
O 1.844 -2.112 -1.050
O 0.234 -0.467 -1.922
N -0.007 -1.381 0.453
C -1.029 -0.438 0.854
C -1.844 0.088 -0.301
C -2.650 -0.751 -1.063
C -3.353 -0.213 -2.125
C -3.246 1.146 -2.379
C -2.437 1.900 -1.549
N -1.754 1.391 -0.536
C -0.027 -2.737 0.956
C -1.097 -3.565 0.291
C -0.918 -3.951 -1.034
C -1.893 -4.660 -1.710
C -3.072 -5.001 -1.065
C -3.272 -4.629 0.252
C -2.290 -3.910 0.917
Cl -2.592 -3.449 2.564
C 3.115 0.080 0.567
C 3.782 1.128 1.175
C 3.259 2.417 1.135
N 3.975 3.426 1.786
C 3.905 4.783 1.732
N 4.815 5.275 2.527
N 5.438 4.234 3.070
N 4.968 3.143 2.650
H -0.475 3.567 0.284
H 0.380 4.040 -1.209
H 0.103 5.245 0.076
H 0.463 1.744 -0.673
H -1.691 -0.937 1.566
H -0.555 0.416 1.357
H -2.710 -1.803 -0.834
H -3.975 -0.843 -2.743
H -3.774 1.605 -3.200
H -2.324 2.967 -1.695
H -0.159 -2.715 2.041
H 0.952 -3.156 0.719
H 0.001 -3.670 -1.526
H -1.735 -4.948 -2.737
H -3.838 -5.556 -1.584
H -4.186 -4.886 0.765
H 3.502 -0.925 0.582
H 4.712 0.974 1.698
H 3.223 5.341 1.131
```

***

Formula: C21H19F3I2N2OS4Tl
Source: the Open Molecules 2025 dataset
Level of theory: wB97M-V/def2-TZVPD

The spin multiplicity is 1. For the calculated total energy, the calculation gives -3656.70869 Eh. Its total charge is -1. For the energy relative to the best compared isomer or geometry (same formula, charge and spin), the calculation gives 0.000 eV. For the LUMO energy, the calculation gives 2.122 eV. Its HOMO-LUMO gap is 6.6 eV.

```
53
C21H19F3I2N2OS4Tl (wB97M-V/def2-TZVPD)
Tl -1.415 -0.605 0.332
C -1.595 -4.878 -0.677
C -0.540 -5.050 0.417
S -0.363 -3.599 1.495
C 1.457 -3.503 1.308
C 2.053 -3.146 -0.080
S 1.333 -1.704 -0.911
C 0.742 -2.290 -2.499
C -0.145 -3.521 -2.525
S -1.709 -3.388 -1.604
H -2.641 -4.928 -0.219
H -1.512 -5.727 -1.305
H 0.436 -5.239 0.034
H -0.772 -5.915 1.057
H 1.959 -4.443 1.561
H 1.707 -2.673 1.973
H 2.065 -3.972 -0.745
H 3.148 -3.095 0.105
H 1.660 -2.510 -3.105
H 0.315 -1.369 -2.952
H 0.426 -4.370 -2.162
H -0.340 -3.849 -3.604
I 3.210 -0.531 4.132
C 1.761 0.875 3.802
C 2.090 2.115 4.365
C 1.308 3.249 4.185
I 1.715 4.978 5.297
C 0.251 3.157 3.306
C -0.525 4.272 2.909
C -1.473 4.158 1.908
C -1.760 2.914 1.340
N -1.092 1.813 1.686
C -0.150 1.860 2.698
C 0.694 0.694 2.888
O 0.541 -0.386 2.243
H 3.007 2.239 4.894
H -0.406 5.240 3.443
H -2.132 4.948 1.611
H -2.473 2.739 0.549
F -2.272 2.121 -5.039
C -2.095 3.014 -4.070
F -3.317 3.214 -3.552
F -1.897 4.229 -4.667
C -1.111 2.539 -3.082
C -0.121 3.424 -2.665
C 0.780 3.052 -1.669
C 0.665 1.826 -1.125
N -0.314 0.980 -1.521
C -1.264 1.300 -2.418
S -2.613 0.237 -2.531
H -0.133 4.393 -3.136
H 1.613 3.692 -1.332
H 1.246 1.419 -0.342
```

***

Formula: C21H19F4
Source: the Open Molecules 2025 dataset
Level of theory: wB97M-V/def2-TZVPD

The spin multiplicity is 1. For the calculated total energy, the calculation gives -1210.71847 Eh. Its total charge is +1. For the energy relative to the best compared isomer or geometry (same formula, charge and spin), the calculation gives 1.315 eV. For the LUMO energy, the calculation gives -6.421 eV. Its HOMO-LUMO gap is 5.5 eV.

```
44
C21H19F4 (wB97M-V/def2-TZVPD)
C 3.006 2.483 -0.652
C 1.626 2.745 -0.090
C 1.431 3.974 0.741
C 0.641 3.857 2.014
C 2.128 4.062 2.072
C 0.619 1.890 -0.365
H 3.731 3.214 -0.269
H 3.357 1.476 -0.378
H 3.004 2.534 -1.750
H 1.339 4.929 0.201
H 0.026 4.708 2.315
H 0.246 2.867 2.250
H 2.753 3.215 2.369
H 2.475 5.042 2.403
H -0.363 2.035 0.089
H 0.713 1.173 -1.178
F -1.669 -1.060 4.403
C -0.542 -0.844 3.641
C 0.622 -0.434 4.292
C 1.741 -0.221 3.483
F 2.897 0.236 4.083
C 1.733 -0.419 2.111
C 0.532 -0.818 1.462
C 0.494 -0.993 0.044
C -0.537 -1.675 -0.608
C -0.548 -1.970 -1.967
C -1.669 -2.518 -2.663
C -1.571 -2.849 -4.046
C -2.680 -3.340 -4.718
F -2.570 -3.633 -6.061
C -3.917 -3.551 -4.102
C -3.990 -3.246 -2.743
F -5.189 -3.451 -2.096
C -2.920 -2.742 -2.014
C -0.622 -1.035 2.269
H 0.650 -0.274 5.364
H 2.639 -0.268 1.520
H 1.401 -0.768 -0.518
H -1.374 -2.045 -0.007
H 0.361 -1.798 -2.547
H -0.623 -2.701 -4.563
H -4.774 -3.933 -4.649
H -3.046 -2.508 -0.959
H -1.563 -1.346 1.817
```

***

Formula: C21H19FN8O
Source: the Open Molecules 2025 dataset
Level of theory: wB97M-V/def2-TZVPD

The spin multiplicity is 1. For the calculated total energy, the calculation gives -1424.86412 Eh. For the LUMO energy, the calculation gives -0.506 eV. Its HOMO-LUMO gap is 7.2 eV.

```
50
C21H19FN8O (wB97M-V/def2-TZVPD)
O 0.220 -4.720 -2.502
C 0.258 -4.368 -1.352
N -0.119 -3.123 -0.961
C -0.663 -2.049 -1.720
C -0.966 -2.090 -3.101
C -1.329 -0.941 -3.810
C -1.447 0.256 -3.120
C -1.234 0.312 -1.728
N -1.356 1.558 -1.123
C -0.813 2.074 0.038
N -0.853 3.398 -0.077
C -0.219 4.121 0.861
C -0.194 5.599 0.649
C -0.520 6.151 -0.616
C -0.574 7.529 -0.733
C -0.368 8.296 0.411
F -0.480 9.638 0.353
N -0.084 7.777 1.604
C -0.031 6.452 1.733
C 0.293 3.447 1.986
N 0.903 3.826 3.159
C 1.233 2.658 3.829
N 0.811 1.597 3.142
C 0.226 2.088 1.995
N -0.345 1.326 1.049
C -0.811 -0.839 -1.059
N 0.708 -5.316 -0.448
C 0.853 -6.717 -0.797
C 1.435 -7.277 0.508
C 0.876 -6.466 1.638
C 0.874 -5.071 1.010
H -0.001 -2.949 0.023
H -0.813 -3.006 -3.661
H -1.564 -0.989 -4.882
H -1.781 1.170 -3.612
H -1.478 2.303 -1.801
H -0.666 5.503 -1.485
H -0.839 8.031 -1.649
H 0.093 6.085 2.731
H 1.243 4.761 3.377
H 1.767 2.694 4.760
H -0.660 -0.838 -0.008
H -0.137 -7.124 -1.048
H 1.497 -6.907 -1.674
H 2.519 -7.157 0.479
H 1.203 -8.347 0.636
H 1.559 -6.535 2.529
H -0.150 -6.802 1.880
H 1.839 -4.589 1.153
H 0.084 -4.431 1.432
```

***

Formula: C21H19N3O5
Source: the Open Molecules 2025 dataset
Level of theory: wB97M-V/def2-TZVPD

The spin multiplicity is 1. For the calculated total energy, the calculation gives -1352.18904 Eh. For the energy relative to the best compared isomer or geometry (same formula, charge and spin), the calculation gives 0.000 eV. For the LUMO energy, the calculation gives 0.517 eV. Its HOMO-LUMO gap is 9.0 eV.

```
48
C21H19N3O5 (wB97M-V/def2-TZVPD)
C -0.100 -3.858 -1.042
C -0.280 -2.522 -0.405
N 0.816 -1.812 -0.206
C 2.163 -2.210 -0.529
C 3.142 -1.173 -0.043
C 3.084 -0.737 1.273
C 3.966 0.218 1.770
C 4.909 0.712 0.902
C 4.976 0.274 -0.423
C 4.104 -0.662 -0.919
O 5.998 0.919 -1.063
C 6.573 1.782 -0.104
O 5.888 1.640 1.122
C -1.534 -2.009 -0.017
C -2.761 -2.751 -0.231
O -2.895 -3.847 -0.746
N -3.910 -2.115 0.220
C -4.033 -0.890 0.817
O -5.101 -0.453 1.174
N -2.843 -0.218 0.984
C -2.916 1.118 1.579
C -3.098 2.162 0.509
C -1.994 2.757 -0.088
C -2.164 3.692 -1.094
C -3.438 4.037 -1.513
C -4.542 3.443 -0.925
C -4.374 2.507 0.081
C -1.603 -0.704 0.609
O -0.617 0.002 0.843
H 0.411 -3.742 -1.997
H -1.053 -4.348 -1.200
H 0.523 -4.484 -0.404
H 0.666 -0.890 0.230
H 2.387 -3.175 -0.053
H 2.271 -2.344 -1.612
H 2.336 -1.145 1.934
H 3.915 0.558 2.791
H 4.166 -0.986 -1.945
H 6.495 2.824 -0.452
H 7.634 1.524 0.034
H -4.772 -2.630 0.080
H -3.766 1.116 2.263
H -1.984 1.281 2.124
H -1.002 2.479 0.237
H -1.301 4.152 -1.552
H -3.570 4.768 -2.298
H -5.537 3.707 -1.251
H -5.231 2.034 0.535
```

***

Formula: C21H19N3O6S2
Source: the Open Molecules 2025 dataset
Level of theory: wB97M-V/def2-TZVPD

The spin multiplicity is 1. For the calculated total energy, the calculation gives -2223.08939 Eh. For the LUMO energy, the calculation gives -1.058 eV. Its HOMO-LUMO gap is 7.8 eV.

```
51
C21H19N3O6S2 (wB97M-V/def2-TZVPD)
C -1.933 -1.989 1.845
C -1.105 -1.272 2.735
O 0.097 -2.071 3.153
C 1.368 -1.274 2.926
C 1.893 -1.058 1.290
N 1.569 0.340 0.978
C 0.563 0.675 0.089
N 0.040 -0.513 -0.521
C -0.832 -0.079 -1.441
O -1.113 1.132 -1.795
C -1.669 -1.224 -1.910
C -2.614 -0.827 -2.810
C -3.509 -1.709 -3.729
C -4.689 -1.545 -4.272
C -5.266 -2.537 -5.011
C -5.048 -3.717 -4.657
C -3.995 -4.033 -4.042
C -3.231 -3.026 -3.311
O -2.134 -3.616 -2.570
C -1.407 -2.504 -1.805
O -0.323 -2.968 -1.300
S 0.502 2.288 -0.515
C 1.857 2.364 0.833
C 2.380 3.851 1.103
C 3.368 3.794 1.942
S 4.221 5.161 2.445
N 5.443 5.304 1.156
O 5.020 5.144 3.475
O 3.145 6.480 2.188
C 3.955 2.511 2.626
C 3.442 1.377 2.238
C 2.252 1.304 1.414
H -2.015 -3.074 2.260
H -2.697 -1.401 1.720
H -1.243 -2.225 0.911
H -1.685 -0.967 3.640
H -0.885 -0.174 2.239
H 2.240 -1.893 3.563
H 1.284 -0.317 3.342
H 2.914 -1.230 1.436
H 1.233 -1.662 0.828
H -3.058 0.191 -3.024
H -4.730 -0.665 -4.496
H -6.302 -2.207 -5.409
H -5.579 -4.677 -5.089
H -3.638 -5.096 -3.564
H 2.000 4.775 0.813
H 5.313 6.075 0.635
H 6.181 5.419 1.493
H 4.724 2.776 3.258
H 3.695 0.587 2.700
```

***

| no. | HOMO (eV) |
| --- | --- |
| 1 | -5.046 |
| 2 | -4.721 |
| 3 | -7.962 |
| 4 | -9.069 |
| 5 | -4.431 |
| 6 | -11.884 |
| 7 | -7.678 |
| 8 | -8.456 |
| 9 | -8.907 |